{
  "formula": "C2H4N4O",
  "method": "wB97M-V/def2-TZVPD",
  "e_tot_ev": -10142.6356,
  "smiles": "[H]/N=c1/nnn(C)o1",
  "charge": 0,
  "relative_energy_kcal_mol": 103.75,
  "multiplicity": 1,
  "species": ["C", "C", "H", "H", "H", "H", "N", "N", "N", "N", "O"],
  "xyz": [[0.45448, 1.22688, 1.36541], [-0.41212, -1.09343, -1.07885], [1.20741, 0.66206, 1.93071], [-0.45967, 1.36107, 1.84206], [0.80489, 2.17493, 0.93779], [-1.90589, -2.23828, -1.35673], [0.08146, 0.60830, 0.11218], [1.02605, 0.50417, -0.87999], [0.74010, -0.48515, -1.60050], [-0.92185, -2.12375, -1.44982], [-0.61485, -0.59679, 0.17774]],
  "mulliken_charge": [-0.640, 0.464, 0.263, 0.296, 0.305, 0.282, 0.356, -0.220, -0.290, -0.543, -0.274]
}


{
  "formula": "C2H4N4O",
  "method": "wB97M-V/def2-TZVPD",
  "e_tot_ev": -10146.8190,
  "smiles": "Nc1n[nH]c(O)n1",
  "charge": 0,
  "relative_energy_kcal_mol": 7.28,
  "multiplicity": 1,
  "species": ["N", "C", "N", "N", "C", "O", "N", "H", "H", "H", "H"],
  "xyz": [[2.20913, 0.43629, 0.08175], [0.88076, 0.05660, 0.03055], [0.50712, -1.19995, 0.18007], [-0.84961, -1.08274, 0.12741], [-1.19030, 0.19199, -0.07954], [-2.48895, 0.50710, -0.23468], [-0.12941, 0.96436, -0.14001], [2.83580, -0.34940, -0.03162], [2.43238, 1.20308, -0.53692], [-1.45610, -1.88397, 0.17777], [-2.75082, 1.15663, 0.42521]],
  "mulliken_charge": [-0.466, 0.490, -0.758, 0.258, 0.462, -0.497, -0.602, 0.275, 0.256, 0.235, 0.347]
}


{
  "formula": "C2H4N4O2",
  "method": "wB97M-V/def2-TZVPD",
  "e_tot_ev": -12190.9448,
  "smiles": "Nn1[nH]c(=O)nc1O",
  "charge": 0,
  "relative_energy_kcal_mol": 58.64,
  "multiplicity": 1,
  "species": ["C", "C", "H", "H", "H", "H", "N", "N", "N", "N", "O", "O"],
  "xyz": [[1.75912, -0.34202, 0.15864], [-0.21845, -1.01863, -0.11183], [-1.42561, 2.14227, -0.53936], [-1.66572, 1.15503, 1.01812], [1.11501, 1.55378, -0.45770], [-1.18674, -2.42551, 0.44962], [-1.55231, 1.01061, -0.11661], [-0.26048, 0.36413, -0.20823], [0.92947, 0.88429, 0.22431], [0.94830, -1.46238, 0.12777], [2.93937, -0.20554, -0.31553], [-1.38195, -1.65604, -0.22920]],
  "mulliken_charge": [0.577, 0.474, 0.317, 0.281, 0.290, 0.395, -0.679, 0.335, -0.435, -0.518, -0.577, -0.459]
}


{
  "formula": "C2H4N4O2",
  "method": "wB97M-V/def2-TZVPD",
  "e_tot_ev": -12186.8499,
  "charge": 0,
  "relative_energy_kcal_mol": 153.07,
  "multiplicity": 1,
  "species": ["C", "C", "N", "N", "N", "N", "O", "O", "H", "H", "H", "H"],
  "xyz": [[-1.26690, 0.54247, 1.20078], [0.85731, -1.02194, -0.45126], [-1.38656, -0.61502, 0.27595], [-0.32393, -0.94251, -0.23248], [-0.49168, 1.64808, 0.71579], [1.67232, -1.22436, -1.53720], [2.80509, -0.77875, -1.62947], [1.08203, -1.89336, -2.39084], [-2.29134, 0.68040, 1.45631], [-0.72115, 0.22873, 2.08014], [0.50153, 1.65018, 0.81954], [-0.43670, 1.72607, -0.30726]],
  "mulliken_charge": [-0.244, 0.119, -0.973, 0.721, -0.618, 0.860, -0.525, -0.497, 0.299, 0.322, 0.286, 0.251]
}


{
  "formula": "C2H4N4O2",
  "method": "wB97M-V/def2-TZVPD",
  "e_tot_ev": -12185.4520,
  "charge": 0,
  "relative_energy_kcal_mol": 185.31,
  "multiplicity": 1,
  "species": ["C", "C", "H", "H", "H", "H", "N", "N", "N", "N", "O", "O"],
  "xyz": [[0.11081, -0.39910, -0.35360], [1.16234, -1.27012, -0.45761], [-1.57871, 0.28145, 1.36606], [-2.78546, -0.60722, 0.66670], [1.15278, -2.25116, -0.95287], [-0.32450, 2.60600, -0.17854], [-1.98942, 0.03278, 0.21976], [-1.08940, -0.84711, -0.39284], [2.28138, -0.84127, 0.09751], [0.56751, 0.88789, 0.23999], [1.90411, 0.50766, 0.51493], [0.58856, 1.90020, -0.76949]],
  "mulliken_charge": [0.513, -0.199, 0.290, 0.300, 0.402, 0.411, -0.575, -0.305, -0.284, 0.178, -0.264, -0.468]
}


{
  "formula": "C2H4N4O2",
  "method": "wB97M-V/def2-TZVPD",
  "e_tot_ev": -12183.9984,
  "smiles": "N/N=c1/cnon1O",
  "charge": 0,
  "relative_energy_kcal_mol": 218.83,
  "multiplicity": 1,
  "species": ["C", "C", "H", "H", "H", "H", "N", "N", "N", "N", "O", "O"],
  "xyz": [[0.00689, -0.35419, -0.61542], [-1.03914, -1.16563, -0.76488], [1.77936, 0.24040, 1.62139], [2.98538, -0.68371, 0.68663], [-1.16547, -2.02337, -1.32639], [-0.81994, 2.60342, -0.02779], [2.23797, 0.07161, 0.49798], [1.30947, -0.45693, -0.63178], [-2.07326, -1.04968, 0.33307], [-0.55087, 0.83250, 0.14128], [-1.76419, 0.18143, 0.86780], [-0.90618, 1.80415, -0.78191]],
  "mulliken_charge": [0.725, -0.697, 0.276, 0.277, 0.464, 0.408, -0.487, -0.322, -0.107, 0.017, -0.166, -0.387]
}


{
  "formula": "C2H4N4O3S",
  "method": "wB97M-V/def2-TZVPD",
  "e_tot_ev": -25072.7920,
  "smiles": "NS(=O)(=O)On1cnnc1",
  "charge": 0,
  "relative_energy_kcal_mol": 24.19,
  "multiplicity": 1,
  "species": ["C", "C", "N", "N", "N", "N", "O", "O", "O", "S", "H", "H", "H", "H"],
  "xyz": [[-1.76087, 0.79086, 0.75064], [-1.57088, -0.91798, -0.44775], [-2.85278, 0.63188, 0.09020], [-2.74463, -0.46866, -0.67612], [-0.90752, -0.22450, 0.50263], [2.63519, -0.37247, -0.33955], [1.84767, 1.74619, 0.53087], [0.55993, 0.61339, -1.25330], [0.33179, -0.40252, 1.06431], [1.35320, 0.54493, -0.08789], [-1.33699, 1.54009, 1.25496], [-1.22423, -1.77053, -1.04879], [2.59504, -1.23377, -0.82693], [3.07507, -0.47692, 0.48671]],
  "mulliken_charge": [-0.098, 0.010, -0.459, -0.374, 0.199, -0.454, -0.554, -0.490, -0.397, 1.205, 0.523, 0.371, 0.262, 0.256]
}


{
  "formula": "C2H4N4OS",
  "method": "wB97M-V/def2-TZVPD",
  "e_tot_ev": -20979.4161,
  "smiles": "Nn1c(O)n[nH]c1=S",
  "charge": 0,
  "relative_energy_kcal_mol": 36.86,
  "multiplicity": 1,
  "species": ["C", "C", "H", "H", "H", "H", "N", "N", "N", "N", "O", "S"],
  "xyz": [[1.43451, -0.18921, -0.01477], [-0.79566, -0.36509, 0.22828], [-0.42153, 2.14561, -0.74749], [0.28651, 2.66014, 0.95371], [3.23012, -0.21489, -0.36723], [-0.58748, -2.35305, -0.31152], [0.30582, 1.98369, -0.05533], [0.28992, 0.53194, 0.18361], [1.21535, -1.47630, -0.12846], [-0.07701, -1.51879, 0.20240], [2.58536, 0.41308, -0.07113], [-2.44764, 0.07122, -0.10344]],
  "mulliken_charge": [0.533, 0.072, 0.244, 0.290, 0.367, 0.316, -0.689, 0.294, -0.724, 0.104, -0.451, -0.357]
}


{
  "formula": "C2H4N4OS",
  "method": "wB97M-V/def2-TZVPD",
  "e_tot_ev": -20975.1163,
  "charge": 0,
  "relative_energy_kcal_mol": 136.02,
  "multiplicity": 1,
  "species": ["C", "C", "H", "H", "H", "H", "N", "N", "N", "N", "O", "S"],
  "xyz": [[1.08086, 0.30752, 0.00931], [-0.98432, 0.21043, -0.14551], [3.76909, -1.52697, -0.22194], [2.21841, -1.83232, -0.49037], [-1.54892, -2.12109, 0.90097], [-0.79505, 2.11178, -0.69357], [2.74266, -1.23447, 0.05357], [2.37072, 0.18104, 0.17844], [0.04809, -0.60448, -0.22964], [-0.74222, 1.56930, 0.23394], [0.59826, 1.56373, -0.06774], [-2.49648, -0.72679, 0.01312]],
  "mulliken_charge": [0.574, 0.405, 0.244, 0.208, 0.203, 0.353, -0.440, -0.366, -0.440, -0.244, -0.218, -0.278]
}


{
  "formula": "C2H4N4OS",
  "method": "wB97M-V/def2-TZVPD",
  "e_tot_ev": -20979.3400,
  "smiles": "[H]/N=C1/NO/C(=N/[H])NS1",
  "charge": 0,
  "relative_energy_kcal_mol": 38.62,
  "multiplicity": 1,
  "species": ["C", "C", "H", "H", "H", "H", "N", "N", "N", "N", "O", "S"],
  "xyz": [[1.52152, -0.13091, -0.01174], [-1.48822, -0.01412, -0.17128], [3.46824, 0.20392, -0.09350], [0.86456, -1.98613, 0.01212], [-3.22771, 0.59841, 0.10236], [-0.92513, 1.48899, 1.06198], [2.70018, -0.50897, -0.09485], [0.50244, -1.07389, 0.22054], [-2.69752, -0.29208, -0.11897], [-0.86022, 1.25301, 0.11511], [-0.60430, -0.95668, -0.66275], [0.74615, 1.41845, -0.35902]],
  "mulliken_charge": [0.496, 0.586, 0.259, 0.309, 0.273, 0.292, -0.629, -0.324, -0.580, -0.341, -0.263, -0.079]
}


{
  "formula": "C2H4N4S",
  "method": "wB97M-V/def2-TZVPD",
  "e_tot_ev": -18929.8189,
  "charge": 0,
  "relative_energy_kcal_mol": 109.13,
  "multiplicity": 1,
  "species": ["C", "C", "N", "N", "N", "N", "S", "H", "H", "H", "H"],
  "xyz": [[0.86174, -1.84865, -0.01364], [1.31302, -0.52282, -0.19376], [-0.41918, -2.01278, 0.01128], [-1.10464, -0.95098, -0.06325], [0.34868, 0.35531, -0.42083], [0.19484, 1.58993, -0.05607], [2.94885, -0.08716, 0.03315], [1.33937, -2.75953, 0.24061], [-2.06886, -0.96891, -0.35473], [-0.70447, 1.96810, -0.18266], [0.69232, 1.83077, 0.76281]],
  "mulliken_charge": [-0.498, 0.440, -0.264, -0.201, 0.097, -0.387, -0.334, 0.451, 0.214, 0.261, 0.222]
}


{
  "formula": "C2H4N4S",
  "method": "wB97M-V/def2-TZVPD",
  "e_tot_ev": -18928.9647,
  "charge": 0,
  "relative_energy_kcal_mol": 11.95,
  "multiplicity": 3,
  "species": ["C", "C", "N", "N", "N", "N", "S", "H", "H", "H", "H"],
  "xyz": [[-1.87726, -0.95132, -0.09418], [1.89561, 0.35902, 0.03978], [-2.53045, 0.04089, 0.10025], [1.72078, -0.75506, 0.20842], [-0.85010, -1.72788, -0.10504], [1.88682, 1.67825, 0.03698], [-3.82547, 1.00636, -0.12525], [-0.77986, -2.49091, 0.58704], [0.12701, -1.46158, -0.21694], [2.73344, 2.13245, 0.24520], [1.49949, 2.16978, -0.67626]],
  "mulliken_charge": [0.069, 0.374, -0.134, -0.504, -0.295, -0.440, -0.111, 0.280, 0.260, 0.258, 0.244]
}


{
  "formula": "C2H4N4S2",
  "method": "wB97M-V/def2-TZVPD",
  "e_tot_ev": -29768.2948,
  "smiles": "[H]/N=C1\\NNC(=S)NS1",
  "charge": 0,
  "relative_energy_kcal_mol": 23.86,
  "multiplicity": 1,
  "species": ["C", "C", "H", "H", "H", "H", "N", "N", "N", "N", "S", "S"],
  "xyz": [[0.42251, 1.21610, -0.60484], [-0.87240, -1.26960, 0.51410], [1.98961, 2.30377, -0.85647], [1.85516, 0.45219, 0.57739], [0.70238, -1.04430, 1.73243], [-2.12650, -1.18728, -1.12172], [0.97926, 2.23830, -1.09438], [0.99653, 0.16800, 0.11672], [0.13913, -0.50026, 1.04503], [-1.40921, -0.66848, -0.58749], [-1.35089, -2.72772, 1.12865], [-1.32558, 1.01928, -0.84942]],
  "mulliken_charge": [0.460, 0.262, 0.209, 0.318, 0.311, 0.281, -0.625, -0.261, -0.281, -0.228, -0.375, -0.070]
}


{
  "formula": "C2H4N4Se",
  "method": "wB97M-V/def2-TZVPD",
  "e_tot_ev": -73440.5008,
  "charge": 0,
  "relative_energy_kcal_mol": 64.23,
  "multiplicity": 1,
  "species": ["C", "C", "N", "N", "N", "N", "Se", "H", "H", "H", "H"],
  "xyz": [[-0.35600, 0.13352, -1.53236], [0.19637, -0.34889, 1.56543], [-0.26141, 1.33994, -1.76610], [0.41594, 2.14418, -0.83258], [0.66026, 1.55289, 0.21936], [0.40964, 0.35005, 0.36937], [-1.08614, -1.36287, -2.36085], [1.13072, -0.62121, 1.98437], [-0.30144, 0.27308, 2.41311], [-0.33172, -1.19694, 1.32362], [-0.47622, -2.26374, -1.38337]],
  "mulliken_charge": [0.264, -0.695, -0.120, -0.467, -0.059, 0.114, 0.031, 0.293, 0.275, 0.268, 0.096]
}


{
  "formula": "C2H4N5",
  "method": "wB97M-V/def2-TZVPD",
  "e_tot_ev": -9579.0652,
  "smiles": "N#[N+][C@H]1N=NCN1",
  "charge": 1,
  "relative_energy_kcal_mol": 14.29,
  "multiplicity": 1,
  "species": ["C", "C", "N", "N", "N", "N", "N", "H", "H", "H", "H"],
  "xyz": [[1.25933, 0.38241, 0.57899], [-0.59081, -0.13246, -0.59147], [-3.07020, -0.33443, 0.40480], [0.51378, 1.51609, 0.31341], [-0.48310, 1.31239, -0.37279], [-2.02559, -0.62956, 0.29809], [0.50147, -0.72321, -0.05831], [2.28654, 0.38778, 0.11965], [1.49059, 0.08855, 1.56234], [-0.85379, -0.47990, -1.62840], [0.97178, -1.38766, -0.62630]],
  "mulliken_charge": [-0.359, 0.115, -0.065, -0.025, -0.169, 0.307, -0.191, 0.328, 0.340, 0.402, 0.316]
}


{
  "formula": "C2H4N5O3",
  "method": "wB97M-V/def2-TZVPD",
  "e_tot_ev": -15711.1706,
  "charge": 1,
  "relative_energy_kcal_mol": 142.29,
  "multiplicity": 1,
  "species": ["C", "C", "N", "N", "N", "N", "N", "O", "O", "O", "H", "H", "H", "H"],
  "xyz": [[0.96584, 0.47377, 0.09534], [-2.79692, -0.15792, -0.33632], [-0.21582, -0.01391, 0.25223], [-0.12061, -2.25370, 0.43550], [2.12515, -0.08072, 0.26632], [-0.72395, -1.26655, 0.21861], [3.30692, 0.64553, 0.13272], [3.23883, 1.76190, 0.60629], [4.17496, 0.04464, -0.34149], [-2.07409, -1.31447, -0.12080], [0.79684, 1.59858, -0.01204], [-3.50795, 0.08585, 0.52106], [-3.27408, -0.13852, -1.38783], [-1.89513, 0.61552, -0.32959]],
  "mulliken_charge": [0.146, -0.429, -0.369, -0.400, -0.228, 1.182, 1.041, -0.432, -0.440, -0.300, 0.383, 0.277, 0.268, 0.302]
}


{
  "formula": "C2H4N6",
  "method": "wB97M-V/def2-TZVPD",
  "e_tot_ev": -11075.9736,
  "charge": 0,
  "relative_energy_kcal_mol": 51.70,
  "multiplicity": 1,
  "species": ["C", "C", "N", "N", "N", "N", "N", "N", "H", "H", "H", "H"],
  "xyz": [[1.26615, 2.17219, 1.00461], [0.78355, 0.03236, 0.49585], [1.62264, 3.18389, 0.62715], [0.60611, -3.65034, -0.41576], [0.21028, -2.81972, -1.11393], [0.93233, 0.18485, -0.77037], [-0.40409, -2.19104, -1.93880], [1.06312, 0.95211, 1.48005], [0.46979, -0.97602, 0.93123], [1.20990, 1.16170, -0.81580], [-0.04957, -1.42538, -2.52249], [1.17424, 0.68780, 2.46181]],
  "mulliken_charge": [0.305, -0.018, -0.387, -0.386, 0.679, -0.474, -0.586, -0.137, 0.246, 0.194, 0.295, 0.270]
}


{
  "formula": "C2H4N6",
  "method": "wB97M-V/def2-TZVPD",
  "e_tot_ev": -11075.8434,
  "smiles": "[H]/N=c1/ncnnn1N",
  "charge": 0,
  "relative_energy_kcal_mol": 54.70,
  "multiplicity": 1,
  "species": ["C", "C", "H", "H", "H", "H", "N", "N", "N", "N", "N", "N"],
  "xyz": [[2.03361, 0.57007, 0.04232], [-0.27443, 0.87895, -0.00128], [-1.67551, -0.96316, 1.02498], [-1.98285, -1.28477, -0.66931], [2.99420, 0.99177, 0.08767], [-2.16193, 0.88419, -0.32075], [-1.34140, -1.38755, 0.15467], [-0.18310, -0.55814, -0.11516], [0.92120, -1.30779, -0.08056], [2.00076, -0.77520, -0.12246], [1.04018, 1.38325, 0.13335], [-1.37073, 1.56837, -0.13347]],
  "mulliken_charge": [0.044, 0.596, 0.280, 0.280, 0.440, 0.258, -0.734, 0.683, -0.292, -0.446, -0.465, -0.644]
}


{
  "formula": "C2H4N6",
  "method": "wB97M-V/def2-TZVPD",
  "e_tot_ev": -11073.5695,
  "charge": 0,
  "relative_energy_kcal_mol": 107.14,
  "multiplicity": 1,
  "species": ["C", "C", "H", "H", "H", "H", "N", "N", "N", "N", "N", "N"],
  "xyz": [[1.07119, -1.00988, -0.95101], [-1.30116, 0.56805, 1.02019], [2.46653, -0.43421, -1.95897], [1.01929, -1.92569, -1.34745], [-1.20512, 2.40451, 0.90852], [0.89699, 1.24006, 0.08861], [1.95516, -0.08840, -1.09941], [0.09305, -0.92423, 0.14654], [-1.11178, -1.40741, 0.31185], [-1.86591, -0.60878, 0.96628], [-1.90946, 1.67203, 1.47357], [-0.10878, 0.51394, 0.44129]],
  "mulliken_charge": [0.002, 0.513, 0.297, 0.430, 0.215, 0.448, -0.576, 0.439, -0.442, -0.224, -0.657, -0.444]
}


{
  "formula": "C2H4N6",
  "method": "wB97M-V/def2-TZVPD",
  "e_tot_ev": -11074.4179,
  "charge": 0,
  "relative_energy_kcal_mol": 87.57,
  "multiplicity": 1,
  "species": ["C", "C", "H", "H", "H", "H", "N", "N", "N", "N", "N", "N"],
  "xyz": [[0.46959, 0.07740, -1.40711], [-1.71213, 1.04023, 1.11795], [2.24802, -1.17529, 0.43052], [2.99102, -1.47493, -0.93356], [-0.12524, 0.56800, -2.13449], [-2.43137, 2.04499, 1.47373], [2.08135, -1.50154, -0.56210], [1.45904, -0.66656, -1.55386], [-0.38846, 0.15477, -0.20680], [-1.57077, 0.68703, -0.22021], [-0.87527, 0.35835, 1.88196], [-0.02406, 0.01531, 1.07511]],
  "mulliken_charge": [-0.006, 0.101, 0.259, 0.278, 0.416, 0.271, -0.484, -0.214, 0.842, -0.802, -0.460, -0.200]
}